Record 1
{"formula": "C81H171N9O9", "method": "ωB97M-V with the def2-TZVPD basis set", "species": ["C", "C", "C", "C", "C", "C", "C", "C", "C", "N", "O", "H", "H", "H", "H", "H", "H", "H", "H", "H", "H", "H", "H", "H", "H", "H", "H", "H", "H", "H", "C", "C", "C", "C", "C", "C", "C", "C", "C", "N", "O", "H", "H", "H", "H", "H", "H", "H", "H", "H", "H", "H", "H", "H", "H", "H", "H", "H", "H", "H", "C", "C", "C", "C", "C", "C", "C", "C", "C", "N", "O", "H", "H", "H", "H", "H", "H", "H", "H", "H", "H", "H", "H", "H", "H", "H", "H", "H", "H", "H", "C", "C", "C", "C", "C", "C", "C", "C", "C", "N", "O", "H", "H", "H", "H", "H", "H", "H", "H", "H", "H", "H", "H", "H", "H", "H", "H", "H", "H", "H", "C", "C", "C", "C", "C", "C", "C", "C", "C", "N", "O", "H", "H", "H", "H", "H", "H", "H", "H", "H", "H", "H", "H", "H", "H", "H", "H", "H", "H", "H", "C", "C", "C", "C", "C", "C", "C", "C", "C", "N", "O", "H", "H", "H", "H", "H", "H", "H", "H", "H", "H", "H", "H", "H", "H", "H", "H", "H", "H", "H", "C", "C", "C", "C", "C", "C", "C", "C", "C", "N", "O", "H", "H", "H", "H", "H", "H", "H", "H", "H", "H", "H", "H", "H", "H", "H", "H", "H", "H", "H", "C", "C", "C", "C", "C", "C", "C", "C", "C", "N", "O", "H", "H", "H", "H", "H", "H", "H", "H", "H", "H", "H", "H", "H", "H", "H", "H", "H", "H", "H", "C", "C", "C", "C", "C", "C", "C", "C", "C", "N", "O", "H", "H", "H", "H", "H", "H", "H", "H", "H", "H", "H", "H", "H", "H", "H", "H", "H", "H", "H"], "coordinates": [[-2.56, -1.52, -0.75], [-1.08, -1.38, -0.25], [-1.11, -2.16, 1.04], [-0.18, -2.01, -1.41], [1.27, -1.72, -0.99], [1.51, -0.20, -0.94], [0.57, 0.61, -0.05], [1.12, 0.53, 1.40], [0.78, 2.02, -0.48], [-0.76, 0.08, -0.20], [-1.76, 0.79, 0.52], [-3.31, -0.98, -0.16], [-2.79, -1.19, -1.76], [-2.98, -2.52, -0.63], [-0.20, -2.18, 1.65], [-1.79, -1.65, 1.72], [-1.47, -3.17, 0.84], [-0.26, -3.10, -1.45], [-0.36, -1.64, -2.42], [1.47, -2.32, -0.10], [1.92, -2.17, -1.74], [1.33, 0.04, -1.99], [2.55, 0.08, -0.75], [1.45, -0.48, 1.64], [0.51, 0.90, 2.22], [2.11, 0.99, 1.42], [1.79, 2.32, -0.21], [0.18, 2.57, 0.24], [0.44, 2.21, -1.50], [-2.13, 1.33, -0.18], [-4.80, 4.58, -4.78], [-4.01, 4.27, -3.45], [-2.96, 3.30, -3.67], [-3.46, 5.70, -3.07], [-2.94, 5.90, -1.66], [-3.89, 5.38, -0.62], [-4.67, 4.08, -1.02], [-3.74, 2.85, -0.65], [-5.96, 4.11, -0.30], [-5.10, 4.03, -2.49], [-5.81, 2.87, -2.82], [-4.27, 5.42, -5.23], [-4.80, 3.77, -5.50], [-5.86, 4.81, -4.72], [-2.38, 3.11, -2.77], [-3.29, 2.33, -4.03], [-2.16, 3.56, -4.37], [-2.54, 5.95, -3.61], [-4.24, 6.44, -3.24], [-1.92, 5.52, -1.59], [-2.82, 6.97, -1.46], [-4.44, 6.18, -0.14], [-3.26, 5.10, 0.22], [-4.04, 2.04, -1.31], [-3.99, 2.55, 0.37], [-2.67, 3.00, -0.81], [-6.65, 3.27, -0.35], [-6.47, 5.05, -0.50], [-5.80, 4.28, 0.76], [-6.74, 3.12, -2.76], [2.75, 6.18, -1.71], [2.33, 6.45, -0.26], [2.40, 7.97, -0.08], [0.94, 5.91, -0.12], [0.45, 5.84, 1.30], [1.34, 4.88, 2.08], [2.87, 5.24, 1.94], [3.22, 6.31, 3.03], [3.64, 3.91, 2.30], [3.30, 5.67, 0.62], [4.63, 5.93, 0.55], [3.60, 6.84, -1.83], [2.81, 5.10, -1.85], [1.96, 6.70, -2.26], [3.29, 8.44, -0.49], [1.56, 8.59, -0.42], [2.23, 8.13, 0.98], [0.19, 6.58, -0.55], [0.81, 4.97, -0.65], [0.42, 6.82, 1.78], [-0.60, 5.52, 1.27], [1.03, 3.84, 1.97], [1.00, 5.25, 3.05], [2.51, 7.11, 2.81], [4.26, 6.63, 2.98], [3.02, 5.93, 4.03], [3.45, 3.14, 1.55], [3.42, 3.48, 3.28], [4.72, 4.05, 2.18], [4.66, 6.78, 0.98], [5.63, 3.48, -3.18], [6.28, 2.11, -2.78], [5.19, 1.00, -2.99], [7.46, 1.80, -3.79], [8.84, 2.36, -3.43], [9.10, 2.07, -1.95], [8.04, 2.78, -1.01], [8.47, 2.16, 0.39], [8.04, 4.35, -1.14], [6.73, 2.21, -1.34], [5.78, 2.39, -0.40], [5.16, 3.45, -4.16], [4.90, 3.96, -2.52], [6.38, 4.26, -3.31], [5.59, -0.01, -3.00], [4.39, 0.87, -2.26], [4.63, 1.17, -3.92], [7.36, 0.78, -4.16], [7.24, 2.38, -4.69], [9.63, 1.87, -3.99], [8.87, 3.43, -3.63], [10.10, 2.28, -1.58], [9.06, 0.98, -1.85], [7.69, 2.61, 1.00], [9.50, 2.26, 0.73], [8.37, 1.08, 0.34], [7.09, 4.78, -0.82], [8.31, 4.84, -2.08], [8.79, 4.72, -0.45], [5.47, 3.29, -0.53], [-5.56, -1.63, 5.65], [-5.47, -1.40, 4.13], [-4.05, -1.02, 3.61], [-5.77, -2.79, 3.47], [-6.11, -2.71, 1.92], [-7.22, -1.64, 1.61], [-6.94, -0.28, 2.25], [-5.88, 0.42, 1.41], [-8.28, 0.50, 2.12], [-6.57, -0.44, 3.65], [-6.24, 0.77, 4.26], [-6.48, -2.09, 6.00], [-4.80, -2.36, 5.94], [-5.60, -0.72, 6.25], [-3.86, -1.51, 2.66], [-3.80, 0.03, 3.73], [-3.35, -1.40, 4.36], [-4.94, -3.49, 3.61], [-6.64, -3.30, 3.89], [-5.29, -2.59, 1.22], [-6.58, -3.62, 1.53], [-8.18, -2.08, 1.86], [-7.09, -1.56, 0.53], [-5.02, -0.24, 1.25], [-5.56, 1.36, 1.86], [-6.16, 0.56, 0.37], [-8.57, 0.59, 1.07], [-8.22, 1.41, 2.71], [-8.95, -0.16, 2.68], [-6.64, 0.55, 5.10], [0.97, -5.75, -1.47], [1.94, -6.64, -2.34], [3.07, -5.63, -2.76], [2.58, -7.69, -1.33], [1.63, -8.88, -1.07], [1.06, -9.40, -2.29], [0.35, -8.52, -3.19], [0.15, -9.26, -4.56], [-0.99, -8.18, -2.60], [1.35, -7.39, -3.43], [0.80, -6.47, -4.28], [0.36, -5.00, -1.98], [0.24, -6.42, -1.01], [1.46, -5.23, -0.64], [3.74, -6.11, -3.48], [2.72, -4.71, -3.23], [3.68, -5.31, -1.92], [3.55, -7.92, -1.77], [2.75, -7.32, -0.32], [2.13, -9.71, -0.59], [0.80, -8.49, -0.47], [0.43, -10.26, -2.04], [1.88, -9.82, -2.88], [-0.14, -10.30, -4.41], [1.15, -9.39, -4.98], [-0.58, -8.84, -5.25], [-1.03, -7.85, -1.56], [-1.58, -9.09, -2.52], [-1.61, -7.49, -3.17], [1.26, -6.66, -5.10], [-6.30, -5.39, -4.79], [-5.57, -4.06, -4.58], [-5.68, -3.53, -3.16], [-4.01, -4.42, -4.93], [-3.14, -3.12, -5.08], [-3.74, -2.42, -6.22], [-5.20, -2.07, -6.28], [-5.31, -0.70, -5.49], [-5.72, -2.04, -7.79], [-6.03, -3.03, -5.56], [-7.36, -2.91, -5.70], [-6.56, -5.59, -5.83], [-5.76, -6.28, -4.48], [-7.25, -5.60, -4.28], [-6.67, -3.14, -2.96], [-5.42, -4.36, -2.50], [-5.18, -2.57, -2.99], [-3.67, -4.91, -4.02], [-3.97, -5.21, -5.68], [-3.06, -2.47, -4.20], [-2.20, -3.61, -5.33], [-3.63, -3.03, -7.12], [-3.11, -1.57, -6.51], [-4.50, -0.04, -5.81], [-5.26, -0.95, -4.43], [-6.29, -0.30, -5.78], [-6.71, -1.60, -7.90], [-5.83, -3.05, -8.19], [-5.05, -1.55, -8.49], [-7.60, -3.57, -6.35], [0.67, -0.05, 6.91], [-0.34, 0.56, 6.02], [-0.39, -0.29, 4.73], [-1.73, 0.37, 6.71], [-2.80, 1.42, 6.32], [-2.20, 2.85, 6.23], [-0.97, 3.00, 5.36], [-1.23, 2.98, 3.82], [-0.50, 4.47, 5.80], [0.00, 2.00, 5.79], [1.17, 2.14, 5.03], [0.56, -1.13, 7.07], [1.63, 0.07, 6.40], [0.80, 0.35, 7.92], [-0.63, -1.35, 4.84], [-1.07, 0.17, 4.02], [0.59, -0.10, 4.28], [-2.16, -0.63, 6.68], [-1.60, 0.53, 7.78], [-3.17, 1.17, 5.33], [-3.53, 1.54, 7.12], [-1.94, 3.31, 7.19], [-2.95, 3.44, 5.71], [-0.41, 3.05, 3.10], [-1.87, 3.83, 3.59], [-1.91, 2.19, 3.48], [-0.55, 4.72, 6.86], [-1.06, 5.30, 5.37], [0.53, 4.72, 5.57], [1.74, 2.58, 5.66], [3.31, -1.21, 3.76], [4.77, -1.74, 3.65], [5.84, -0.87, 4.49], [4.81, -3.17, 4.18], [5.98, -4.11, 3.63], [6.21, -3.98, 2.11], [6.29, -2.48, 1.57], [7.67, -1.90, 2.08], [6.21, -2.50, 0.10], [5.30, -1.58, 2.20], [5.41, -0.26, 1.79], [3.13, -1.29, 4.83], [3.03, -0.29, 3.25], [2.58, -1.94, 3.38], [5.40, -0.41, 5.37], [6.70, -1.45, 4.82], [6.37, -0.04, 4.03], [4.60, -3.33, 5.24], [3.91, -3.66, 3.80], [6.88, -3.97, 4.22], [5.80, -5.15, 3.91], [5.29, -4.42, 1.71], [7.14, -4.45, 1.79], [8.41, -2.25, 1.37], [7.74, -2.10, 3.15], [7.69, -0.82, 1.90], [5.14, -2.37, -0.09], [6.59, -3.42, -0.33], [6.80, -1.67, -0.27], [4.90, -0.26, 0.98]], "gap_ha": 0.2893, "fmax_ev_per_a": 4.91, "smiles": "CC1(C)CCCC(C)(C)N1O.CC1(C)CCCC(C)(C)N1O.CC1(C)CCCC(C)(C)N1O.CC1(C)CCCC(C)(C)N1O.CC1(C)CCCC(C)(C)N1O.CC1(C)CCCC(C)(C)N1O.CC1(C)CCCC(C)(C)N1O.CC1(C)CCCC(C)(C)N1O.CC1(C)CCCC(C)(C)N1O"}

Record 2
{"formula": "C4H7NO", "method": "ωB97M-V with the def2-TZVPD basis set", "species": ["C", "C", "C", "N", "C", "H", "H", "H", "H", "H", "O", "H", "H"], "coordinates": [[-0.23, -0.35, -0.24], [0.92, -0.85, 0.43], [0.58, -0.96, 1.76], [-0.71, -0.54, 1.91], [-1.21, -0.14, 0.69], [-0.31, -0.11, -1.29], [1.77, -1.31, -0.04], [1.21, -1.05, 2.62], [-1.09, -0.13, 2.75], [-2.23, 0.18, 0.53], [0.09, 1.94, -3.10], [0.70, 2.05, -2.36], [0.50, 1.27, -3.66]], "gap_ha": 0.3431, "fmax_ev_per_a": 1.13, "smiles": "c1cc[nH]c1.O"}

Record 3
{"formula": "C32H80O16", "method": "ωB97M-V with the def2-TZVPD basis set", "species": ["C", "O", "C", "C", "O", "C", "H", "H", "H", "H", "H", "H", "H", "H", "H", "H", "C", "O", "C", "C", "O", "C", "H", "H", "H", "H", "H", "H", "H", "H", "H", "H", "C", "O", "C", "C", "O", "C", "H", "H", "H", "H", "H", "H", "H", "H", "H", "H", "C", "O", "C", "C", "O", "C", "H", "H", "H", "H", "H", "H", "H", "H", "H", "H", "C", "O", "C", "C", "O", "C", "H", "H", "H", "H", "H", "H", "H", "H", "H", "H", "C", "O", "C", "C", "O", "C", "H", "H", "H", "H", "H", "H", "H", "H", "H", "H", "C", "O", "C", "C", "O", "C", "H", "H", "H", "H", "H", "H", "H", "H", "H", "H", "C", "O", "C", "C", "O", "C", "H", "H", "H", "H", "H", "H", "H", "H", "H", "H"], "coordinates": [[3.03, -0.78, -2.00], [2.61, 0.09, -3.19], [2.28, -0.71, -4.37], [0.97, -1.50, -4.25], [1.34, -2.66, -3.53], [0.23, -3.46, -3.33], [3.04, -0.21, -1.08], [4.01, -1.23, -2.17], [2.31, -1.55, -1.72], [3.15, -1.27, -4.72], [2.18, -0.11, -5.27], [0.63, -1.84, -5.23], [0.16, -0.88, -3.86], [-0.34, -2.94, -2.56], [0.63, -4.43, -3.04], [-0.36, -3.62, -4.23], [4.70, 4.42, 2.54], [5.19, 3.80, 1.34], [6.57, 4.12, 1.14], [6.95, 3.94, -0.38], [8.23, 4.57, -0.62], [9.28, 3.80, -0.12], [5.26, 3.89, 3.31], [3.63, 4.30, 2.70], [4.98, 5.47, 2.60], [7.18, 3.55, 1.85], [6.78, 5.17, 1.35], [6.25, 4.52, -1.00], [7.20, 2.95, -0.76], [9.30, 2.77, -0.47], [9.36, 3.87, 0.97], [10.14, 4.28, -0.59], [-2.38, -2.42, 1.30], [-1.54, -1.60, 0.53], [-0.67, -0.74, 1.29], [0.06, 0.25, 0.36], [0.91, 0.95, 1.25], [1.48, 2.01, 0.69], [-3.04, -3.01, 0.66], [-2.96, -1.67, 1.84], [-1.77, -3.05, 1.94], [0.21, -1.28, 1.64], [-1.18, -0.32, 2.16], [-0.72, 0.90, -0.05], [0.60, -0.19, -0.47], [0.82, 2.86, 0.54], [1.96, 1.71, -0.24], [2.27, 2.41, 1.32], [-7.39, -9.33, -1.10], [-7.32, -7.98, -0.86], [-7.45, -7.25, -2.10], [-6.56, -6.01, -1.97], [-6.95, -5.07, -0.96], [-6.07, -3.99, -0.65], [-8.28, -9.62, -1.67], [-7.58, -9.81, -0.14], [-6.44, -9.61, -1.55], [-8.52, -7.06, -2.16], [-7.03, -7.79, -2.95], [-6.64, -5.51, -2.93], [-5.52, -6.33, -1.88], [-5.97, -4.10, 0.43], [-6.29, -3.01, -1.07], [-5.05, -4.30, -0.88], [-2.84, -6.25, 2.04], [-3.46, -5.63, 3.14], [-4.75, -5.07, 2.94], [-5.80, -6.22, 2.57], [-7.13, -5.98, 3.18], [-7.87, -4.87, 2.69], [-3.37, -7.08, 1.56], [-1.85, -6.61, 2.32], [-2.70, -5.48, 1.27], [-4.84, -4.39, 2.09], [-4.95, -4.43, 3.80], [-5.49, -7.21, 2.91], [-5.92, -6.29, 1.49], [-8.68, -4.79, 3.41], [-8.19, -5.13, 1.68], [-7.15, -4.06, 2.60], [4.36, 0.34, 3.46], [5.58, -0.34, 3.31], [6.33, 0.12, 2.27], [7.33, -1.01, 1.87], [8.16, -0.76, 0.73], [7.36, -0.69, -0.45], [3.92, 0.54, 2.48], [4.48, 1.22, 4.09], [3.62, -0.24, 4.02], [6.72, 1.11, 2.48], [5.72, 0.28, 1.39], [6.62, -1.82, 1.79], [8.01, -1.25, 2.70], [6.58, 0.08, -0.45], [6.93, -1.66, -0.67], [8.00, -0.40, -1.28], [-2.38, 7.76, 0.91], [-2.09, 6.40, 1.15], [-2.65, 5.75, 2.26], [-1.92, 4.40, 2.39], [-2.08, 3.48, 1.31], [-3.20, 2.61, 1.42], [-1.73, 7.97, 0.06], [-2.03, 8.33, 1.77], [-3.42, 7.99, 0.67], [-3.72, 5.64, 2.04], [-2.55, 6.22, 3.24], [-2.10, 3.91, 3.35], [-0.87, 4.68, 2.35], [-3.36, 2.16, 2.39], [-2.96, 1.82, 0.70], [-4.07, 3.19, 1.11], [0.34, 7.96, -3.44], [0.67, 6.63, -3.21], [-0.26, 5.88, -2.42], [0.06, 4.44, -2.15], [0.42, 3.87, -3.44], [0.92, 2.56, -3.33], [1.02, 8.23, -4.25], [0.61, 8.48, -2.52], [-0.68, 8.15, -3.78], [-1.18, 5.94, -3.00], [-0.46, 6.20, -1.40], [-0.74, 3.97, -1.58], [1.01, 4.40, -1.62], [1.82, 2.50, -2.72], [0.90, 2.22, -4.37], [0.14, 1.88, -2.96]], "gap_ha": 0.3520, "fmax_ev_per_a": 3.67, "smiles": "COCCOC.COCCOC.COCCOC.COCCOC.COCCOC.COCCOC.COCCOC.COCCOC"}

Record 4
{"formula": "C20H41IrN2P3Se", "method": "ωB97M-V with the def2-TZVPD basis set", "species": ["Ir", "P", "P", "P", "H", "C", "C", "H", "C", "C", "C", "C", "C", "C", "C", "C", "C", "H", "H", "H", "H", "H", "H", "H", "H", "H", "H", "H", "H", "H", "H", "H", "H", "H", "H", "H", "H", "H", "H", "H", "H", "H", "H", "H", "H", "H", "C", "C", "C", "C", "C", "C", "Se", "H", "H", "H", "H", "H", "H", "N", "C", "C", "C", "N", "H", "H", "H", "H"], "coordinates": [[-0.79, -0.89, 0.08], [0.19, -2.76, -0.98], [0.39, -1.23, 2.11], [-0.96, 0.27, -1.97], [0.11, 4.30, 2.58], [-0.88, 4.31, 2.12], [-1.42, 3.21, 1.59], [-0.86, 2.28, 1.52], [1.96, -2.49, -1.42], [0.06, -4.31, 0.02], [-0.64, -3.31, -2.54], [0.43, 0.31, 3.11], [-0.60, -2.52, 2.99], [2.15, -1.79, 2.06], [-1.25, 2.07, -1.71], [-2.42, -0.37, -2.91], [0.46, 0.22, -3.15], [-1.40, 5.29, 2.12], [-2.46, 3.23, 1.26], [2.31, -3.41, -1.90], [2.56, -2.29, -0.52], [2.06, -1.65, -2.13], [0.37, -5.17, -0.59], [-0.99, -4.48, 0.29], [0.70, -4.27, 0.92], [-0.25, -4.30, -2.83], [-0.44, -2.60, -3.35], [-1.73, -3.43, -2.38], [0.87, 0.19, 4.11], [-0.62, 0.62, 3.24], [0.98, 1.12, 2.58], [-0.31, -2.77, 4.02], [-0.55, -3.43, 2.40], [-1.66, -2.22, 3.03], [2.57, -1.98, 3.07], [2.75, -1.01, 1.58], [2.24, -2.71, 1.47], [-1.52, 2.57, -2.66], [-0.35, 2.55, -1.29], [-2.08, 2.20, -1.00], [-2.64, 0.20, -3.83], [-3.31, -0.32, -2.28], [-2.26, -1.41, -3.18], [0.27, 0.87, -4.03], [0.64, -0.80, -3.51], [1.36, 0.59, -2.65], [3.66, 2.46, -0.27], [2.40, 2.85, 0.25], [2.07, 4.22, 0.29], [2.99, 5.18, -0.13], [4.15, 4.80, -0.80], [4.48, 3.45, -0.86], [4.40, 0.73, -0.18], [3.82, 0.16, -1.44], [1.72, 2.07, 0.62], [1.09, 4.55, 0.66], [2.81, 6.24, 0.05], [4.81, 5.53, -1.26], [5.42, 3.11, -1.30], [-3.60, -0.49, 1.33], [-4.78, -1.08, 1.53], [-4.74, -2.30, 0.92], [-3.49, -2.42, 0.32], [-2.78, -1.28, 0.60], [-3.33, 0.47, 1.54], [-5.54, -0.58, 2.08], [-5.51, -3.02, 0.87], [-3.11, -3.18, -0.31]], "charge": 4, "gap_ha": [0.1817, 0.1178], "fmax_ev_per_a": 3.08, "multiplicity": 6, "s_squared": 8.7820}

Record 5
{"formula": "C5H8O2", "method": "ωB97M-V with the def2-TZVPD basis set", "species": ["O", "C", "C", "C", "O", "C", "C", "H", "H", "H", "H", "H", "H", "H", "H"], "coordinates": [[2.14, 0.14, -0.60], [1.13, 0.28, 0.37], [-0.03, 1.23, -0.04], [-0.99, 0.05, 0.13], [-2.22, 0.13, 0.75], [-0.60, -1.06, -0.79], [0.13, -0.87, 0.52], [2.97, -0.07, -0.16], [1.56, 0.59, 1.34], [-0.20, 2.02, 0.70], [0.05, 1.66, -1.04], [-2.88, 0.37, 0.08], [-1.29, -1.90, -0.81], [-0.08, -0.86, -1.73], [0.14, -1.65, 1.27]], "gap_ha": 0.3851, "fmax_ev_per_a": 0.39, "smiles": "O[C@H]1C[C@@]2(O)C[C@@H]12"}